# 1
C10H14INOS as an isolated structure in a non-equilibrium geometry, computed with wB97M-V/def2-TZVPD.

Each line ends with the natural charge from an NBO analysis.
Element x y z (Å)
C -2.0237 3.5873 -0.3524  -0.270
C -1.4255 3.8832 0.8537  -0.170
C -1.6904 2.4249 -1.0596  -0.178
C -0.4009 3.0564 1.3509  -0.263
C -0.6293 1.6117 -0.6063  -0.272
C -0.0941 1.8796 0.6554  0.176
C -0.3042 -1.9092 -0.2552  -0.459
C -1.2591 -2.6729 0.6075  -0.689
C 3.0168 -2.0136 -0.8048  -0.655
C 2.2566 -0.7280 -0.5222  -0.545
N 0.8098 0.9556 1.2186  -0.826
O 1.3029 -1.3464 1.9545  -0.954
S 0.9019 -0.7138 0.6920  1.723
I 3.8620 0.6282 -0.0958  0.125
H -2.6632 4.4167 -0.6146  0.222
H -1.7248 4.8806 1.3317  0.220
H -1.9923 2.0065 -2.0716  0.224
H 0.1018 3.2581 2.2473  0.213
H -0.3496 0.8217 -1.1799  0.195
H -0.7136 -1.2382 -0.9129  0.146
H -0.8530 -2.5944 1.5824  0.251
H -2.2760 -2.1925 0.3203  0.200
H -1.1937 -3.6409 0.1599  0.235
H 2.6767 -2.6983 0.0537  0.247
H 2.8523 -2.5392 -1.7573  0.237
H 4.0365 -1.9107 -0.6436  0.223
H 1.6370 -0.4195 -1.3514  0.234
H 1.4076 1.2402 1.9106  0.410

Cartesian forces (eV/Å) of the 3 atoms listed first:
C -0.5 0.1 -0.2
C 1.2 0.8 0.8
C 1.4 -1.0 -1.3

Its multiplicity is 1. The value obtained for the molecular weight is 323.20 g/mol. The calculation puts the highest occupied orbital energy at -8.09 eV. The value obtained for the HOMO-LUMO gap is 8.3 eV.

***

# 2
A 2-piece molecular cluster, C2H2INP2 overall in a non-equilibrium geometry, computed with wB97M-V/def2-TZVPD.

Each line ends with the natural charge from an NBO analysis.
Element x y z (Å)
C -2.0749 -1.3999 0.6432  0.089
C -1.2858 -0.3333 0.5717  -0.212
N -2.6819 -2.4198 0.8252  -0.186
P 0.4420 -0.2568 -1.3554  0.204
P 1.2774 1.3253 -0.2756  -0.041
I 3.5366 0.6179 0.2163  -0.094
H -0.8304 0.4599 0.9910  0.216
H 1.6168 2.0067 -1.6165  0.025

Cartesian forces (eV/Å) of the 3 atoms listed first:
C -2.2 -3.1 1.5
C 2.7 -2.0 -5.3
N 1.6 2.8 -0.8

Its multiplicity is 1. The value obtained for the molecular weight is 228.90 g/mol. The calculation puts the highest occupied orbital energy (spin up / spin down) at -8.48 / -8.48 eV. The value obtained for the HOMO-LUMO gap (spin up / spin down) is 5.2 / 5.2 eV.

***

# 3
C18H23AuN3O4 as an isolated structure in a non-equilibrium geometry, computed with wB97M-V/def2-TZVPD.

Each line ends with the natural charge from an NBO analysis.
Element x y z (Å)
Au 0.5125 -1.5816 0.3520  1.312
C -0.8505 -3.8462 1.6526  -0.108
C 0.6103 -4.1187 2.0239  -0.106
O 1.3851 -3.1679 1.3162  -0.563
C 2.7082 -3.3797 0.9157  -0.111
C 3.5293 -2.1042 1.0863  -0.087
O 2.7457 -0.9106 0.7493  -0.576
C 2.8211 0.2143 1.6453  -0.086
C 1.4541 0.6340 2.1752  -0.097
O 0.8372 -0.5556 2.6129  -0.574
C -0.5119 -0.4514 3.0078  -0.092
C -1.0866 -1.8668 3.0653  -0.102
O -1.1354 -2.4269 1.7092  -0.553
H -1.5431 -4.3790 2.3198  0.247
H -1.0900 -4.1349 0.6104  0.227
H 0.8551 -5.1324 1.7574  0.245
H 0.8198 -3.9707 3.1015  0.219
H 2.7507 -3.7234 -0.1404  0.218
H 3.1310 -4.1345 1.6118  0.249
H 4.3870 -2.1055 0.3887  0.240
H 3.8568 -1.9146 2.1215  0.212
H 3.3096 1.0191 1.0767  0.228
H 3.4311 -0.1073 2.4973  0.216
H 0.7956 1.1240 1.4781  0.154
H 1.6472 1.3210 3.0290  0.232
H -1.0958 0.1060 2.2760  0.163
H -0.5965 0.1275 3.9149  0.234
H -2.1121 -1.8041 3.4472  0.241
H -0.4889 -2.4881 3.7200  0.212
N -3.1619 7.4014 -4.2921  0.030
C -2.8801 6.3545 -3.8103  0.216
C -2.4988 5.0752 -3.3786  0.009
C -1.8511 4.9309 -2.1201  -0.090
C -1.4094 3.6887 -1.7452  -0.228
C -1.5696 2.5708 -2.6539  0.428
C -2.2432 2.7117 -3.8925  -0.261
C -2.7133 3.9493 -4.2627  -0.045
N -1.0210 1.3211 -2.3216  -0.370
C -0.6609 0.3106 -3.1983  -0.038
C -0.2067 -0.7092 -2.4456  -0.037
N -0.2948 -0.3290 -1.1050  -0.552
C -0.8053 0.8844 -1.0303  0.240
H -1.7446 5.8112 -1.4656  0.288
H -0.8631 3.5611 -0.8371  0.248
H -2.4194 1.8422 -4.5339  0.273
H -3.1863 4.1749 -5.2398  0.292
H -0.7317 0.4360 -4.3026  0.283
H 0.2018 -1.6586 -2.7694  0.268
H -1.0171 1.4312 -0.1174  0.249

Cartesian forces (eV/Å) of the 3 atoms listed first:
Au -0.2 0.3 -0.8
C -0.3 -0.3 0.0
C -1.0 -0.1 1.1

As for the total charge: +3. Its multiplicity is 3. The value obtained for the molecular weight is 542.37 g/mol. The expectation value of S² is 2.043. The calculation puts the highest occupied orbital energy (spin up / spin down) at -18.98 / -18.93 eV. The value obtained for the HOMO-LUMO gap (spin up / spin down) is 8.9 / 5.7 eV.

***

# 4
A 3-piece molecular cluster, C5H17N2O overall in a non-equilibrium geometry, computed with wB97M-V/def2-TZVPD.

Each line ends with the natural charge from an NBO analysis.
Element x y z (Å)
C -0.2518 1.4381 0.3384  -0.253
N -0.6839 1.0014 -1.0464  -0.409
C -1.1164 1.9381 -2.1115  -0.463
C -0.2474 0.2460 1.3339  -0.183
N 0.9528 -0.4403 0.9225  -0.166
C -1.0232 -4.6961 -0.7979  -0.874
C -0.1482 0.6694 2.8438  -0.566
H -1.0561 2.2541 0.6440  0.242
H 0.8090 1.6650 0.3500  0.254
H 0.0892 0.4886 -1.3910  0.396
H -1.3886 1.2239 -2.9195  0.240
H -2.1556 2.3923 -1.9073  0.235
H -0.4487 2.7772 -2.4358  0.250
H -1.2129 -0.3313 1.2420  0.321
H 1.1654 -1.2428 1.5723  0.366
H -0.5882 -4.0719 0.0600  0.195
H -0.6433 -5.7707 -0.9700  0.241
H -2.1834 -4.8004 -0.4782  0.222
H -0.9610 -4.1560 -1.7787  0.217
H -1.0155 1.0480 3.4618  0.283
H 0.3579 -0.2074 3.2782  0.225
H 0.5285 1.4918 2.9481  0.242
H 3.1980 0.5955 -1.2958  0.493
H 1.9964 -0.0613 -0.4296  0.481
O 2.2936 0.6506 -1.0904  -0.990

Cartesian forces (eV/Å) of the 3 atoms listed first:
C -3.7 1.0 -0.6
N 0.7 2.1 2.4
C -2.5 -0.4 0.0

As for the total charge: +1. Its multiplicity is 1. The value obtained for the molecular weight is 121.20 g/mol. The calculation puts the highest occupied orbital energy at -13.75 eV. The value obtained for the HOMO-LUMO gap is 4.7 eV.

***

# 5
C7H21Cl2N2OScSi as an isolated structure, computed with wB97M-V/def2-TZVPD.

Each line ends with the natural charge from an NBO analysis.
Element x y z (Å)
Sc 0.4979 -0.7260 -0.1653  1.669
N 2.3164 -0.7810 1.1178  -0.905
C 2.5260 0.5481 1.8012  -0.227
C 2.8219 1.6684 0.8157  -0.449
C 1.6489 2.1629 -0.0166  -0.228
N 1.2419 1.1824 -1.0883  -0.911
H 2.2058 -1.4853 1.8492  0.424
H 3.1870 -1.0345 0.6498  0.412
H 3.3511 0.4490 2.5049  0.239
H 1.6220 0.7615 2.3731  0.230
H 3.6650 1.3981 0.1694  0.219
H 3.1727 2.5203 1.4006  0.276
H 1.9108 3.1072 -0.4921  0.238
H 0.7741 2.3349 0.6119  0.225
H 2.0250 1.0846 -1.7355  0.410
H 0.5102 1.6250 -1.6455  0.421
C -3.5956 -0.7809 1.1364  -1.149
Si -2.2828 0.1828 0.2816  1.851
C -2.5772 2.0044 0.2018  -1.149
C -1.9990 -0.5211 -1.4773  -1.162
O -0.7581 -0.1072 0.9782  -1.144
H -4.5508 -0.6630 0.6192  0.274
H -3.7316 -0.4266 2.1597  0.276
H -3.3666 -1.8474 1.1733  0.253
H -3.5232 2.2092 -0.3048  0.275
H -1.7951 2.5420 -0.3406  0.233
H -2.6455 2.4358 1.2022  0.274
H -2.6560 0.0295 -2.1570  0.302
H -2.2882 -1.5712 -1.5605  0.266
H -1.0231 -0.4128 -1.9903  0.195
Cl 1.4141 -2.2529 -2.3494  0.077
C 0.6636 -3.7332 -1.6935  -0.359
Cl -0.0865 -3.3689 -0.1097  0.105
H 1.4393 -4.4753 -1.5452  0.272
H -0.1142 -4.0585 -2.3746  0.272

Cartesian forces (eV/Å) of the 3 atoms listed first:
Sc -0.2 -0.1 -0.1
N 0.1 0.1 0.1
C 0.0 0.0 0.0

As for the total charge: +2. Its multiplicity is 1. The value obtained for the molecular weight is 293.21 g/mol. The calculation puts the highest occupied orbital energy at -16.84 eV. The value obtained for the HOMO-LUMO gap is 10.0 eV.

***

# 6
C12H23EuF3NO5P2S as an isolated structure in a non-equilibrium geometry, computed with wB97M-V/def2-TZVPD.

Each line ends with the Mulliken spin population.
Element x y z (Å)
Eu -0.0049 0.8874 0.4673  6.967
P 2.6447 -0.7588 0.6027  -0.006
C 2.4434 -0.9245 -1.1626  0.012
C 1.2159 -1.3331 -1.8107  -0.014
N -0.0120 -0.8778 -1.3672  -0.006
C -1.1523 -1.3420 -1.9049  -0.005
C -1.1386 -2.3511 -2.8541  0.000
C 0.0811 -2.8325 -3.2982  0.000
C 1.2500 -2.3046 -2.8055  0.000
C -2.4893 -0.8378 -1.4223  -0.006
P -2.5667 0.9736 -0.6649  0.033
H 2.2225 -2.6793 -3.0840  0.000
H -2.0877 -2.7040 -3.2400  0.000
H 0.1113 -3.5905 -4.0608  0.000
H -3.2149 -0.7774 -2.2559  0.000
H -2.9271 -1.4653 -0.6161  -0.001
H 2.0309 1.0187 -1.4583  -0.001
H 3.2949 -0.6489 -1.8654  0.001
H 1.5280 3.0124 -0.0602  0.001
O 1.5226 1.8923 -1.3479  0.000
H 0.9120 1.8825 -2.1413  0.002
H 1.0542 2.4091 1.8803  0.006
O 1.1563 3.3998 0.6904  0.005
H 0.1916 3.6186 0.4957  0.006
C -3.1450 1.9244 -2.0879  -0.004
H -4.1112 1.5466 -2.4313  0.000
H -3.2555 2.9553 -1.7300  0.001
H -2.4057 1.8876 -2.8973  0.001
C -4.0661 0.8508 0.3519  -0.003
H -3.9234 1.5350 1.1985  0.001
H -4.9271 1.1793 -0.2386  0.000
H -4.2263 -0.1683 0.7254  0.000
C 2.2759 -2.4982 1.0123  -0.002
H 3.2315 -3.0388 1.0203  0.000
H 1.8451 -2.4920 2.0136  0.001
H 1.5789 -2.9429 0.2939  0.000
C 4.4426 -0.7403 0.9188  -0.001
H 4.5726 -0.4623 1.9707  0.000
H 4.8461 -1.7486 0.7851  -0.001
H 4.9881 -0.0236 0.2981  0.000
F -1.6002 0.1282 5.1534  0.000
C -1.1690 1.2546 4.5410  0.000
F -2.1474 1.7683 3.7633  0.001
F -0.8718 2.1904 5.4459  0.000
S 0.3107 0.7998 3.5553  0.002
O 1.4708 0.5100 4.2769  0.001
O -0.2217 -0.1972 2.6473  0.005
O 0.4420 2.1149 2.6975  0.005

Cartesian forces (eV/Å) of the 3 atoms listed first:
Eu 1.0 -1.5 -0.8
P -0.6 0.0 -0.7
C 0.7 2.1 -1.9

As for the total charge: +1. Its multiplicity is 8. The value obtained for the molecular weight is 564.29 g/mol. The expectation value of S² is 15.760. The calculation puts the highest occupied orbital energy (spin up / spin down) at -8.99 / -9.01 eV. The value obtained for the HOMO-LUMO gap (spin up / spin down) is 5.6 / 5.6 eV.